2 unconnected molecules or ions with the total composition C3H8N3, computed with ωB97M-V/def2-TZVPD.

Each line ends with the natural charge from an NBO analysis.
Geometry (Å):
C (-3.142, 0.054, 0.006)  -0.169
C (0.066, -0.030, -0.188)  0.685
C (2.326, 0.533, 0.517)  -0.418
N (-2.313, 0.579, 0.706)  -0.171
N (0.804, 0.621, 0.601)  -0.570
N (0.314, -1.019, -0.997)  -0.836
H (-4.185, 0.284, 0.210)  0.243
H (-3.014, -0.704, -0.660)  0.204
H (2.679, 0.847, -0.526)  0.228
H (2.739, 1.174, 1.226)  0.245
H (2.558, -0.511, 0.616)  0.216
H (0.407, 1.192, 1.303)  0.452
H (-0.465, -1.574, -1.513)  0.451
H (1.226, -1.447, -1.299)  0.441

Results
HOMO energy (alpha / beta)	-14.87 / -13.88	eV
energy	-7699.9711	eV
net charge	+1
HOMO-LUMO gap (alpha / beta)	10.40 / 8.00	eV

6 unconnected molecules or ions with the total composition C9H21N9O3, computed with ωB97M-V/def2-TZVPD.

Each line ends with the natural charge from an NBO analysis.
Geometry (Å):
N (1.916, 3.500, 0.325)  -0.816
C (2.784, 2.713, 0.873)  0.755
N (3.971, 3.103, 0.427)  -0.835
O (2.466, 1.744, 1.552)  -0.688
H (2.391, 4.299, -0.071)  0.364
H (0.931, 3.440, 0.540)  0.431
H (3.937, 3.796, -0.308)  0.381
H (4.821, 2.699, 0.794)  0.409
N (1.005, -6.769, -2.984)  -0.840
C (0.983, -5.804, -2.116)  0.738
N (0.358, -4.800, -2.587)  -0.824
O (1.419, -5.838, -0.975)  -0.668
H (0.516, -6.629, -3.857)  0.379
H (1.880, -7.247, -2.821)  0.408
H (0.434, -3.993, -1.984)  0.429
H (-0.028, -4.772, -3.520)  0.375
N (-0.998, 1.992, 3.749)  -0.821
C (-1.665, 2.538, 2.777)  0.735
N (-2.758, 2.899, 3.215)  -0.788
O (-1.312, 2.635, 1.636)  -0.690
H (-1.499, 2.080, 4.622)  0.362
H (-0.070, 1.598, 3.688)  0.426
H (-3.409, 3.364, 2.597)  0.409
H (-2.873, 2.983, 4.215)  0.372
C (0.360, 0.026, -0.306)  -0.731
C (0.778, -1.404, -0.216)  0.311
N (1.188, -2.471, -0.215)  -0.371
H (1.184, 0.685, -0.579)  0.273
H (0.093, 0.375, 0.692)  0.268
H (-0.503, 0.232, -0.939)  0.247
C (-2.570, -1.786, 2.552)  -0.732
C (-2.801, -1.123, 1.271)  0.302
N (-2.986, -0.660, 0.227)  -0.349
H (-2.281, -2.831, 2.438)  0.270
H (-3.411, -1.512, 3.189)  0.252
H (-1.747, -1.319, 3.092)  0.257
C (-0.882, 2.052, -3.650)  -0.728
C (0.518, 2.055, -3.302)  0.294
N (1.598, 1.991, -2.949)  -0.339
H (-1.467, 2.024, -2.731)  0.264
H (-1.111, 1.151, -4.220)  0.258
H (-1.157, 2.984, -4.143)  0.253

Results
HOMO energy	-9.03	eV
energy	-29226.2226	eV
HOMO-LUMO gap	9.45	eV

A single C22H24N2O3 molecule, computed with ωB97M-V/def2-TZVPD.

Each line ends with the natural charge from an NBO analysis.
Geometry (Å):
C (-5.522, -3.325, -0.220)  -0.626
C (-5.079, -1.901, -0.083)  -0.077
C (-5.746, -0.887, -0.760)  -0.171
C (-5.353, 0.430, -0.651)  -0.264
C (-4.268, 0.765, 0.152)  0.295
O (-3.955, 2.103, 0.202)  -0.483
C (-2.869, 2.514, 0.983)  -0.112
C (-1.554, 2.041, 0.451)  0.290
C (-1.175, 1.560, -0.770)  -0.320
C (0.211, 1.311, -0.614)  0.044
C (1.148, 0.766, -1.632)  0.648
O (0.771, 0.358, -2.713)  -0.608
N (2.434, 0.804, -1.231)  -0.602
C (3.506, 0.213, -1.991)  -0.215
C (3.987, -1.105, -1.354)  -0.247
C (5.050, -1.762, -2.232)  -0.599
C (4.476, -0.835, 0.048)  -0.034
C (3.708, -1.222, 1.139)  -0.211
C (4.122, -0.952, 2.432)  -0.201
C (5.316, -0.287, 2.652)  -0.218
C (6.087, 0.108, 1.573)  -0.218
C (5.669, -0.160, 0.282)  -0.180
N (0.599, 1.620, 0.601)  -0.125
O (-0.486, 2.070, 1.268)  -0.264
C (-3.595, -0.238, 0.834)  -0.324
C (-3.990, -1.565, 0.722)  0.105
C (-3.238, -2.626, 1.466)  -0.651
H (-6.380, -3.397, -0.884)  0.216
H (-5.800, -3.738, 0.750)  0.214
H (-4.719, -3.941, -0.624)  0.216
H (-6.590, -1.135, -1.387)  0.208
H (-5.871, 1.216, -1.177)  0.224
H (-2.974, 2.197, 2.031)  0.198
H (-2.897, 3.610, 0.956)  0.223
H (-1.769, 1.399, -1.644)  0.260
H (2.620, 1.086, -0.279)  0.420
H (3.117, 0.023, -2.994)  0.236
H (4.337, 0.922, -2.052)  0.195
H (3.124, -1.776, -1.295)  0.211
H (5.885, -1.089, -2.409)  0.201
H (4.623, -2.034, -3.195)  0.215
H (5.428, -2.662, -1.753)  0.218
H (2.774, -1.740, 0.974)  0.212
H (3.512, -1.261, 3.267)  0.214
H (5.643, -0.077, 3.660)  0.214
H (7.019, 0.629, 1.737)  0.212
H (6.281, 0.160, -0.548)  0.201
H (-2.747, -0.009, 1.462)  0.209
H (-3.901, -3.162, 2.145)  0.217
H (-2.425, -2.194, 2.045)  0.214
H (-2.819, -3.354, 0.771)  0.219

Results
HOMO energy	-8.42	eV
energy	-32325.7204	eV
HOMO-LUMO gap	9.11	eV

A molecular structure, C18H32IrN7S2, computed with ωB97M-V/def2-TZVPD.

Each line ends with the Mulliken spin population.
Geometry (Å):
Ir (-0.015, 0.133, 0.197)  -0.011
C (1.921, -1.904, 1.537)  -0.006
C (1.728, -0.911, 2.662)  0.000
N (0.663, 0.111, 2.327)  -0.003
C (0.976, 1.471, 2.839)  0.000
C (1.315, 2.424, 1.711)  0.000
N (0.280, 2.254, 0.682)  -0.002
C (0.342, 3.238, -0.438)  0.000
C (-0.591, 2.811, -1.562)  0.000
C (0.064, 1.879, -2.529)  0.002
N (0.224, 0.498, -1.970)  -0.006
C (1.516, -0.092, -2.383)  -0.016
C (2.566, 0.367, -1.423)  -0.012
N (2.103, -0.027, -0.065)  0.005
C (2.727, -1.322, 0.398)  0.006
H (0.941, -2.194, 1.151)  0.004
H (2.391, -2.813, 1.913)  0.002
H (2.647, -0.360, 2.870)  0.000
H (1.457, -1.442, 3.573)  0.000
H (-0.200, -0.216, 2.752)  0.000
H (1.814, 1.433, 3.534)  0.000
H (0.124, 1.841, 3.408)  0.000
H (2.302, 2.275, 1.271)  0.000
H (1.329, 3.441, 2.113)  0.000
H (-0.597, 2.444, 1.143)  0.000
H (1.381, 3.349, -0.752)  0.000
H (0.014, 4.212, -0.070)  0.000
H (-0.935, 3.693, -2.104)  0.000
H (-1.481, 2.341, -1.136)  0.000
H (1.056, 2.251, -2.786)  0.000
H (-0.505, 1.830, -3.458)  0.000
H (-0.514, -0.078, -2.369)  0.004
H (1.758, 0.171, -3.414)  0.003
H (1.434, -1.175, -2.334)  0.061
H (2.705, 1.450, -1.453)  0.001
H (3.528, -0.086, -1.663)  -0.001
H (2.410, 0.675, 0.595)  0.000
H (3.760, -1.124, 0.690)  0.000
H (2.748, -2.017, -0.433)  0.002
C (-0.017, -6.388, -1.802)  0.031
S (-1.359, -5.328, -1.184)  0.025
C (-0.721, -3.743, -1.146)  -0.052
S (0.918, -3.430, -1.568)  0.934
N (-1.608, -2.855, -0.820)  0.049
N (-1.500, -1.535, -0.480)  -0.016
C (-2.592, -0.920, -0.791)  0.007
C (-2.948, 0.277, -0.066)  -0.002
C (-4.238, 0.778, -0.084)  0.000
C (-4.593, 1.749, 0.838)  0.000
C (-3.649, 2.148, 1.773)  0.000
C (-2.375, 1.624, 1.704)  0.000
N (-1.995, 0.731, 0.770)  -0.002
H (-0.463, -7.056, -2.534)  0.004
H (0.390, -6.971, -0.981)  0.000
H (0.773, -5.815, -2.285)  -0.010
H (-3.314, -1.404, -1.439)  0.000
H (-4.960, 0.381, -0.786)  0.000
H (-5.595, 2.159, 0.850)  0.000
H (-3.896, 2.853, 2.555)  0.000
H (-1.646, 1.915, 2.448)  0.000

Results
spin multiplicity	2
HOMO energy (alpha / beta)	-16.76 / -16.72	eV
energy	-54097.6590	eV
net charge	+3
HOMO-LUMO gap (alpha / beta)	6.82 / 5.37	eV

A gas-phase ion, C11H18FN2O (charge +1), computed with ωB97M-V/def2-TZVPD.

Each line ends with the natural charge from an NBO analysis.
Geometry (Å):
C (2.375, 0.582, 3.035)  -0.384
C (1.874, 0.184, 1.890)  0.130
N (1.223, 0.996, 0.893)  -0.586
C (0.312, 2.005, 1.106)  0.398
N (-0.200, 2.616, 0.134)  -0.301
C (-1.028, 3.827, 0.338)  -0.423
C (-0.053, 2.377, -1.348)  -0.447
C (2.096, -1.332, 1.383)  0.164
F (3.015, -1.172, 0.315)  -0.362
C (0.782, -1.694, 0.782)  -0.210
C (0.590, -1.864, -0.528)  -0.301
C (-0.789, -1.787, -1.066)  0.592
O (-1.269, -0.676, -1.195)  -0.563
C (-1.409, -3.089, -1.440)  -0.496
C (-2.808, -3.046, -2.075)  -0.606
H (2.237, 1.597, 3.452)  0.220
H (3.064, -0.136, 3.566)  0.242
H (1.277, 0.646, -0.073)  0.444
H (0.070, 2.452, 2.116)  0.239
H (-1.883, 4.030, -0.397)  0.246
H (-1.413, 3.853, 1.329)  0.222
H (-0.474, 4.725, 0.106)  0.229
H (-0.649, 3.082, -1.911)  0.243
H (0.961, 2.486, -1.560)  0.219
H (-0.320, 1.319, -1.671)  0.274
H (2.499, -1.896, 2.144)  0.209
H (-0.092, -1.821, 1.437)  0.226
H (1.476, -2.015, -1.042)  0.250
H (-0.674, -3.497, -2.199)  0.242
H (-1.283, -3.679, -0.631)  0.230
H (-2.627, -2.413, -2.872)  0.213
H (-3.557, -2.683, -1.483)  0.217
H (-3.321, -3.979, -2.534)  0.233

Results
HOMO energy	-13.01	eV
energy	-19434.8693	eV
net charge	+1
HOMO-LUMO gap	9.92	eV

A molecular structure, C2HFeO3, computed with ωB97M-V/def2-TZVPD.

Each line ends with the Mulliken spin population.
Geometry (Å):
O (-0.687, 0.898, 2.228)  0.209
H (0.155, 1.338, 2.452)  -0.005
O (-0.350, -0.643, -1.120)  0.199
O (1.006, -0.663, -1.449)  0.250
C (-0.607, -0.044, -0.051)  0.265
C (-0.772, 0.499, 1.039)  0.329
Fe (1.255, -1.385, -3.099)  3.753

Results
spin multiplicity	6
HOMO energy (alpha / beta)	-19.40 / -20.21	eV
energy	-42591.5215	eV
net charge	+2
HOMO-LUMO gap (alpha / beta)	7.98 / 8.18	eV

What is the energy in the fourth record?
-54097.6590 eV

What is the energy in the third record?
-32325.7204 eV

What is the energy in the fourth record?
-54097.6590 eV

Which value of energy does entry 6 give?
-42591.5215 eV